Computed, not measured: C31H39CuN2O4PS as an isolated structure, with ωB97M-V with the def2-TZVPD basis set.

Structure (XYZ):
```
79
C31H39CuN2O4PS, DFT ωB97M-V with the def2-TZVPD basis set
Cu -0.41876 -0.33789 -0.36267
C -1.38522 -2.96446 1.30428
O -1.48255 -1.53389 1.30793
C -2.78751 -1.08722 1.65050
C -2.83708 0.43739 1.58720
O -1.76798 0.92509 0.77376
C -2.00511 2.23887 0.23039
C -2.70624 2.15522 -1.09019
O -1.86675 1.41894 -1.95627
C -2.43594 1.24727 -3.25474
H -1.67768 -3.36672 2.27550
H -0.34610 -3.22078 1.10703
H -2.02556 -3.39253 0.52913
H -3.02979 -1.41344 2.66291
H -3.51576 -1.53929 0.97275
H -2.73427 0.87396 2.57930
H -3.79683 0.74296 1.17176
H -1.02225 2.69405 0.10130
H -2.58325 2.83902 0.93393
H -2.89184 3.16219 -1.47266
H -3.67357 1.64790 -0.98925
H -2.53384 2.20787 -3.76428
H -3.42256 0.78017 -3.19075
H -1.77290 0.60069 -3.82665
N 1.03079 -1.82808 -2.44727
P 1.57384 -0.38234 -1.68520
C 2.15886 0.62454 -3.05802
C 1.27235 1.54853 -3.61341
C 1.64018 2.27284 -4.73601
C 2.89643 2.08705 -5.29670
C 3.78747 1.17829 -4.73715
C 3.42753 0.44460 -3.61528
C 3.05176 -0.91433 -0.79983
C 3.29633 -2.25020 -0.49875
C 4.46134 -2.60606 0.17255
C 5.37542 -1.63235 0.54640
C 5.12495 -0.29300 0.26276
C 3.96140 0.06806 -0.39937
C -0.30114 -2.16314 -2.54816
C -0.74518 -3.12303 -3.46294
C -2.08454 -3.41938 -3.51950
C -2.98690 -2.74523 -2.68757
C -2.48585 -1.81281 -1.82594
N -1.16387 -1.53391 -1.73166
H 1.63933 -2.26819 -3.11990
H 0.30394 1.71154 -3.15033
H 0.95208 2.98972 -5.16805
H 3.18781 2.65808 -6.16931
H 4.77025 1.04136 -5.17082
H 4.12942 -0.26293 -3.19090
H 2.58743 -3.01480 -0.79433
H 4.66263 -3.64809 0.38795
H 6.28629 -1.91539 1.06178
H 5.84097 0.46761 0.55158
H 3.76699 1.11397 -0.62255
H -0.03293 -3.61047 -4.11825
H -2.44163 -4.16551 -4.22002
H -4.04981 -2.94294 -2.72555
H -3.13744 -1.23589 -1.17789
C -2.59081 2.89913 6.00537
C -1.73007 2.03787 5.11581
C -1.58694 0.67268 5.35750
C -0.77360 -0.11590 4.55203
C -0.08900 0.47657 3.50300
C -0.21187 1.83429 3.23423
C -1.03344 2.60307 4.04003
S 0.95548 -0.53904 2.49349
C 2.54835 -0.03413 3.10110
O 0.93694 0.07200 1.07644
H -3.24975 2.29757 6.62926
H -3.19929 3.59083 5.41928
H -1.96232 3.50242 6.66642
H -2.11734 0.22014 6.18824
H -0.66929 -1.18047 4.75051
H 0.32367 2.27451 2.39798
H -1.13278 3.66782 3.84430
H 2.62863 1.04755 2.99918
H 3.30353 -0.54661 2.50461
H 2.61277 -0.33379 4.14868
```

Properties
- Total charge: +2
- Multiplicity: 2
- HOMO (spin up / spin down): -0.5152 / -0.5213 Eh
- LUMO energy (spin up / spin down): -4.941 / -6.962 eV
- Kohn-Sham gap (spin up / spin down): 0.334 / 0.265 Eh
- ΔE to the lowest compared entry with this formula, charge and spin: 0.0 kcal per mole

Mulliken atomic charge list, values in e, 5 entries: number 1, Cu, carries 0.264; number 2, C, carries -1.079; number 3, O, carries 0.774; number 4, C, carries -1.376; number 5, C, carries -0.448